# 1
{
  "formula": "C30H54BClO2P2Si2Tc",
  "method": "ωB97M-V/def2-TZVPD",
  "spin_multiplicity": 4,
  "relative_energy_kcal_mol": 0.0,
  "s2": 3.768,
  "e_homo_ev": [-4.05, -7.02],
  "energy_ev": -85814.63447,
  "gap_ev": [4.708, 7.017],
  "lumo_ev": [0.656, -0.004],
  "symbols": ["Tc", "C", "C", "C", "Si", "C", "C", "Si", "H", "H", "H", "Cl", "C", "C", "C", "C", "H", "H", "H", "H", "H", "H", "H", "H", "H", "H", "H", "H", "C", "C", "P", "H", "H", "P", "H", "H", "C", "C", "C", "C", "C", "H", "C", "H", "H", "H", "H", "H", "H", "H", "C", "C", "H", "H", "H", "H", "H", "H", "H", "C", "C", "H", "H", "H", "H", "H", "H", "C", "C", "H", "H", "H", "H", "H", "H", "H", "C", "H", "H", "H", "O", "B", "O", "C", "C", "C", "C", "C", "C", "H", "H", "H", "H"],
  "xyz": [[-0.684951, -0.001776, -0.196481], [-1.851849, 0.010896, 1.652252], [-2.212229, 1.183911, 0.920137], [-2.822543, 0.722326, -0.309556], [-1.812443, 2.909639, 1.557079], [-2.811233, -0.695161, -0.320256], [-2.187910, -1.162192, 0.903550], [-1.720690, -2.873542, 1.504593], [-1.460096, 0.004386, 2.668602], [-3.267400, 1.360883, -1.065303], [-3.252255, -1.330774, -1.079753], [1.705343, 0.738537, -4.533400], [-1.314265, -2.847692, 3.324939], [-3.080006, -4.098093, 1.140024], [-1.570268, 2.932560, 3.406965], [-3.146328, 4.125639, 1.080421], [-4.043154, -3.652692, 1.424079], [-2.916245, -4.990233, 1.760317], [-3.127675, -4.403343, 0.088183], [-0.382509, -2.300537, 3.513802], [-1.201365, -3.879926, 3.682669], [-2.129622, -2.369358, 3.882451], [-4.125343, 3.689089, 1.320561], [-3.139336, 4.414575, 0.023715], [-3.014867, 5.028816, 1.692491], [-2.454385, 2.518810, 3.908913], [-1.430259, 3.968514, 3.743811], [-0.689312, 2.344396, 3.690874], [-0.140246, -3.287940, 0.559003], [-0.158388, 3.305967, 0.723770], [0.001628, -2.281802, -0.954075], [-0.123404, -4.363735, 0.335958], [0.718606, -3.039831, 1.197227], [0.006655, 2.326685, -0.800762], [0.644446, 3.004944, 1.411629], [-0.083388, 4.384799, 0.527912], [1.734638, 2.751921, -1.364604], [-1.228246, 3.227250, -1.921440], [-1.305217, -3.136430, -2.031721], [1.647308, -2.850386, -1.649751], [2.784872, -1.875285, -1.327371], [1.492678, -2.873627, -2.742241], [2.074863, -4.245210, -1.185140], [2.248692, -4.261634, -0.102413], [3.023736, -4.490612, -1.679745], [1.361916, -5.032759, -1.442401], [2.771177, -0.987332, -1.964528], [3.745812, -2.378698, -1.500395], [2.750446, -1.571535, -0.274236], [-2.191062, -3.163293, -1.377291], [-0.959306, -4.574635, -2.419610], [-1.659578, -2.331925, -3.283888], [-0.819188, -5.237715, -1.557854], [-0.065751, -4.613974, -3.056256], [-1.795168, -4.983163, -3.005579], [-2.029278, -1.324442, -3.054182], [-2.459168, -2.860878, -3.823739], [-0.802740, -2.249380, -3.965594], [-2.147580, 3.224881, -1.314579], [-1.522778, 2.490254, -3.227448], [-0.868618, 4.678883, -2.234514], [-0.663254, 5.284062, -1.344514], [-1.723250, 5.141615, -2.749566], [-0.014328, 4.733480, -2.921663], [-1.960066, 1.497841, -3.062550], [-0.618767, 2.391566, -3.842678], [-2.255544, 3.073216, -3.805587], [2.781256, 1.860491, -0.685138], [2.151989, 4.205378, -1.143185], [1.714216, 2.532886, -2.446349], [2.172981, 4.446484, -0.072800], [1.514771, 4.930710, -1.653724], [3.169618, 4.331254, -1.536967], [2.935368, 2.171887, 0.356485], [3.739328, 1.973852, -1.214831], [2.528722, 0.793537, -0.677007], [0.765835, 0.066634, -3.132182], [1.200088, 0.475258, -2.211321], [-0.282568, 0.331055, -3.277842], [0.904180, -1.016436, -3.187876], [1.648059, -1.171982, 1.734790], [0.797529, -0.055688, 1.334763], [1.131966, 1.032180, 2.255422], [2.095991, 0.569910, 3.097990], [2.639825, 1.208146, 4.199033], [3.487976, 0.451042, 5.014094], [3.782588, -0.883069, 4.715264], [3.242308, -1.512058, 3.588839], [2.395872, -0.757184, 2.795601], [2.390616, 2.247754, 4.396919], [3.924906, 0.914929, 5.899501], [4.447627, -1.448020, 5.369676], [3.448999, -2.547797, 3.327621]],
  "atomic_forces_ev_per_a": [[3.93, -0.06, -2.53], [-0.54, 0.06, 0.39], [-1.98, 0.71, 1.02], [-0.03, 0.88, 0.79], [0.27, -0.65, -0.54], [-0.29, -0.88, 0.84], [-1.73, -0.50, 0.74], [0.25, 0.57, -0.55], [-0.01, 0.03, -0.32], [0.11, -0.15, 0.11], [0.11, 0.16, 0.10], [-0.14, -0.01, 0.18], [-0.21, 0.08, 0.09], [-0.15, -0.15, 0.21], [-0.15, -0.12, 0.10], [-0.16, 0.16, 0.17], [0.14, -0.18, -0.08], [-0.14, 0.06, -0.21], [-0.02, 0.04, 0.22], [-0.16, -0.10, 0.01], [0.03, 0.24, 0.02], [0.18, -0.13, 0.04], [0.15, 0.17, -0.07], [-0.04, -0.02, 0.22], [-0.12, -0.07, -0.20], [0.18, 0.11, 0.03], [0.00, -0.21, -0.01], [-0.17, 0.11, -0.03], [-0.12, -0.63, 0.10], [-0.20, 0.64, 0.13], [-0.34, -0.76, 0.12], [0.15, 0.13, 0.04], [-0.28, -0.13, -0.20], [-0.21, 0.57, 0.38], [-0.22, 0.10, -0.25], [0.12, -0.15, 0.07], [-0.29, 0.02, -0.32], [0.48, -0.04, 0.21], [0.45, 0.10, 0.23], [-0.06, -0.11, -0.24], [0.15, 0.04, 0.00], [0.13, -0.10, 0.20], [0.14, -0.19, -0.15], [-0.02, -0.01, -0.24], [-0.13, -0.02, 0.11], [0.13, 0.17, 0.16], [0.00, -0.12, 0.20], [-0.16, 0.13, 0.02], [0.05, -0.03, -0.25], [0.27, 0.05, -0.17], [-0.31, -0.13, -0.19], [-0.18, -0.11, -0.10], [0.03, 0.20, -0.16], [-0.19, -0.02, 0.14], [0.18, -0.02, 0.07], [0.20, -0.18, 0.02], [0.19, 0.16, 0.03], [-0.18, 0.00, 0.10], [0.31, -0.06, -0.13], [-0.16, 0.09, -0.12], [-0.35, 0.20, -0.22], [0.02, -0.16, -0.17], [0.18, 0.00, 0.07], [-0.21, 0.00, 0.17], [0.15, 0.16, 0.04], [-0.19, 0.02, 0.07], [0.18, -0.14, 0.07], [0.16, -0.12, -0.07], [0.19, 0.19, -0.17], [0.20, 0.15, 0.24], [0.01, -0.05, -0.24], [0.19, -0.17, 0.20], [-0.13, 0.05, 0.13], [-0.08, -0.08, -0.17], [-0.19, -0.03, 0.18], [-0.02, 0.24, 0.01], [0.41, -0.25, -0.59], [-0.33, -0.29, -0.52], [0.40, -0.08, 0.18], [-0.11, 0.48, 0.09], [-0.45, 0.96, -0.24], [0.82, 0.16, 0.63], [-0.05, -0.88, -0.71], [-0.01, -0.36, 0.44], [-0.03, -0.13, -0.23], [0.13, 0.01, 0.00], [0.10, 0.06, 0.04], [-0.09, 0.16, -0.20], [0.04, 0.15, 0.53], [0.06, -0.20, 0.13], [-0.10, -0.16, -0.25], [-0.18, 0.19, -0.16], [0.00, 0.18, 0.18]],
  "lowdin_spin": [2.1090, -0.0121, 0.1029, 0.0647, 0.0227, 0.0783, 0.0686, 0.0168, 0.0001, 0.0085, 0.0102, 0.0218, 0.0017, 0.0056, 0.0024, 0.0060, 0.0015, 0.0007, 0.0002, 0.0003, 0.0001, 0.0004, 0.0018, 0.0002, 0.0007, 0.0006, 0.0002, 0.0003, 0.0067, 0.0066, 0.0955, 0.0007, -0.0001, 0.0905, -0.0002, 0.0005, 0.0146, 0.0157, 0.0159, 0.0186, 0.0036, 0.0001, 0.0048, 0.0001, 0.0015, 0.0001, 0.0004, 0.0000, 0.0013, 0.0002, 0.0040, 0.0069, 0.0001, 0.0003, 0.0015, 0.0048, 0.0002, 0.0002, 0.0000, 0.0054, 0.0044, 0.0002, 0.0016, 0.0002, 0.0040, 0.0001, 0.0001, 0.0080, 0.0043, 0.0002, 0.0001, 0.0001, 0.0015, 0.0000, 0.0003, 0.0074, 0.0464, 0.0233, 0.0137, 0.0029, 0.0136, 0.0434, 0.0050, -0.0003, 0.0007, 0.0011, 0.0010, 0.0011, 0.0006, 0.0000, 0.0000, 0.0000, 0.0000]
}

# 2
{
  "formula": "C30H54NO7",
  "method": "ωB97M-V/def2-TZVPD",
  "charge": -1,
  "e_homo_ev": -1.44,
  "energy_ev": -47805.08720,
  "gap_ev": 2.694,
  "lumo_ev": 1.250,
  "symbols": ["C", "C", "O", "C", "C", "O", "C", "C", "C", "C", "C", "C", "C", "C", "C", "C", "C", "C", "C", "C", "O", "C", "C", "O", "O", "C", "O", "H", "H", "H", "H", "H", "H", "H", "H", "H", "H", "H", "H", "H", "H", "H", "H", "H", "H", "H", "H", "H", "H", "H", "H", "H", "H", "H", "H", "H", "H", "H", "H", "H", "H", "H", "H", "C", "C", "C", "C", "C", "C", "N", "O", "C", "C", "C", "H", "H", "H", "H", "H", "H", "H", "H", "H", "H", "H", "H", "H", "H", "H", "H", "H", "H"],
  "xyz": [[4.957692, 0.490400, 0.044593], [4.528302, 1.357795, 1.222095], [3.405934, 2.214038, 1.013584], [3.349874, 2.808027, -0.257513], [2.295677, 3.901433, -0.190294], [1.230059, 3.625398, -1.128131], [0.544383, 4.724105, -1.480908], [-0.725020, 5.026429, -1.181527], [-1.684936, 4.207743, -0.402881], [-3.131790, 4.315472, -0.946116], [-3.970344, 5.368475, -0.242978], [-5.457547, 5.339950, -0.630506], [-6.313126, 4.706345, 0.479929], [-5.991541, 3.219540, 0.626183], [-7.027456, 2.427779, 1.438228], [-6.939501, 0.922611, 1.089754], [-6.366030, 0.074767, 2.236064], [-5.346251, -0.974059, 1.788901], [-5.736636, -1.762664, 0.518658], [-4.606382, -1.786016, -0.506185], [-4.786539, -0.770950, -1.491159], [-5.315009, -1.279576, -2.687155], [-0.930643, 6.367586, -1.816631], [-1.608884, 7.314109, -1.502344], [-0.005373, 6.437935, -2.883538], [1.131334, 5.826490, -2.340726], [2.271707, 6.203450, -2.493857], [4.136417, 0.182679, -0.590148], [5.387798, -0.429110, 0.439288], [5.725571, 0.991985, -0.533951], [4.232922, 0.690435, 2.024169], [5.386963, 1.915130, 1.600426], [4.309645, 3.250097, -0.515001], [3.031918, 2.116550, -1.034721], [1.862045, 3.933439, 0.804092], [2.763478, 4.860788, -0.386012], [-1.397775, 3.165444, -0.470833], [-1.667675, 4.450573, 0.656971], [-3.046376, 4.555151, -2.005027], [-3.584279, 3.330767, -0.905253], [-3.570887, 6.337347, -0.528650], [-3.843284, 5.301107, 0.834334], [-5.604360, 4.799213, -1.559264], [-5.810977, 6.360641, -0.746831], [-6.146429, 5.233815, 1.415294], [-7.357693, 4.815524, 0.194974], [-5.007733, 3.104282, 1.077908], [-5.914945, 2.824182, -0.383291], [-6.796644, 2.582511, 2.486178], [-8.001667, 2.836740, 1.190947], [-6.277115, 0.814228, 0.237653], [-7.933391, 0.596951, 0.798962], [-7.164352, -0.373602, 2.822160], [-5.852558, 0.753585, 2.912920], [-4.380842, -0.498824, 1.654133], [-5.240707, -1.691244, 2.597815], [-5.923673, -2.791495, 0.812140], [-6.633825, -1.379065, 0.048472], [-4.546173, -2.753625, -1.002610], [-3.637490, -1.615090, -0.047857], [-4.600295, -1.920460, -3.204214], [-5.575964, -0.447862, -3.330096], [-6.227549, -1.851781, -2.501250], [7.056682, -5.757461, -1.312421], [5.796731, -4.925019, -1.001619], [4.591223, -5.870122, -0.890329], [4.561323, -6.729713, 0.376222], [5.263801, -6.056228, 1.564329], [5.366168, -4.528657, 1.457869], [6.066569, -4.193299, 0.240000], [6.217754, -2.808557, 0.070008], [6.221647, -4.056230, 2.632571], [3.968674, -3.895935, 1.603259], [5.535837, -4.015941, -2.195029], [7.917136, -5.096727, -1.425160], [6.946530, -6.335758, -2.242735], [7.276677, -6.459394, -0.506316], [3.674888, -5.274609, -0.927301], [4.549340, -6.518206, -1.773656], [3.518299, -6.940401, 0.632169], [5.021621, -7.703885, 0.186146], [4.752575, -6.335057, 2.492016], [6.277148, -6.458591, 1.655662], [7.239987, -4.435465, 2.534044], [5.809044, -4.419835, 3.582412], [6.264372, -2.968623, 2.674549], [3.514415, -4.176383, 2.561660], [3.283603, -4.208080, 0.812706], [4.040725, -2.808327, 1.574205], [5.384893, -4.625142, -3.094338], [6.374788, -3.348218, -2.378137], [4.643495, -3.407756, -2.042156]],
  "atomic_forces_ev_per_a": [[0.24, 0.12, 0.47], [-0.04, -0.76, 0.00], [0.02, -0.10, -0.06], [-0.47, 0.34, 0.34], [0.41, -0.05, 0.25], [-0.06, 0.52, -0.13], [0.41, -0.24, 0.06], [0.50, 0.24, -0.22], [-0.87, -0.01, -0.07], [0.60, 0.02, 0.16], [-0.08, 0.31, -0.75], [0.05, 0.16, 1.30], [0.34, -0.41, -0.71], [-0.33, 0.44, 0.23], [0.81, -0.14, -0.85], [0.04, 0.49, 0.66], [0.07, 0.22, -0.20], [-0.83, -0.18, -0.05], [0.86, -0.25, 0.47], [-0.29, 0.12, -0.49], [0.28, 0.13, 0.11], [-0.26, -0.01, 0.06], [-0.82, 0.54, 0.23], [0.66, -1.46, -0.71], [0.79, 1.25, 0.70], [1.08, 0.04, -0.07], [-2.18, -0.82, -0.16], [-0.21, 0.01, -0.10], [0.19, -0.23, -0.13], [0.00, 0.01, -0.37], [-0.23, 0.03, 0.23], [0.05, 0.36, -0.08], [0.25, -0.04, -0.20], [0.20, -0.24, -0.14], [-0.07, -0.10, 0.20], [-0.21, 0.25, -0.30], [0.44, -0.13, -0.04], [0.05, 0.19, 0.18], [-0.24, 0.03, -0.22], [-0.21, -0.15, 0.16], [0.17, 0.14, 0.10], [-0.09, -0.16, 0.25], [-0.06, -0.04, -0.27], [-0.02, 0.16, -0.32], [-0.08, 0.16, 0.18], [-0.26, 0.01, 0.14], [0.21, -0.11, 0.02], [-0.09, -0.28, -0.17], [-0.38, 0.10, 0.32], [-0.29, -0.01, 0.21], [-0.03, -0.05, -0.31], [-0.06, -0.35, -0.13], [-0.16, -0.16, 0.02], [0.08, 0.05, 0.23], [0.17, 0.14, -0.13], [0.28, -0.04, 0.20], [-0.25, -0.19, 0.01], [-0.16, 0.06, -0.11], [-0.03, -0.18, -0.10], [0.12, 0.07, 0.21], [0.12, -0.11, -0.06], [0.05, 0.21, -0.09], [-0.12, -0.12, -0.01], [0.03, -0.23, -0.31], [0.01, -0.45, 0.04], [-0.27, -0.12, 0.04], [-0.01, 0.01, 0.04], [0.02, -0.25, -0.05], [-0.24, -0.28, -0.02], [0.63, 0.29, -0.02], [-0.26, 0.24, 0.08], [-0.01, 0.15, 0.34], [-0.26, 0.09, 0.14], [-0.02, 0.23, -0.18], [-0.04, 0.08, 0.09], [-0.02, 0.05, 0.03], [-0.04, 0.04, 0.06], [0.09, 0.11, -0.02], [0.07, 0.03, -0.02], [0.00, 0.00, -0.02], [0.03, 0.02, 0.01], [-0.01, 0.13, 0.03], [0.06, 0.13, -0.07], [0.00, 0.00, -0.10], [-0.05, -0.02, -0.03], [0.02, 0.00, -0.16], [0.04, -0.02, 0.00], [0.04, -0.01, -0.01], [0.14, -0.01, -0.14], [-0.04, -0.11, 0.06], [-0.03, 0.06, 0.15], [0.07, 0.07, 0.08]],
  "mulliken_charge": [-0.9293, -0.3795, -0.3345, -0.4287, -0.3830, -0.4305, 0.3581, 0.3166, -0.7291, -0.7091, -0.6862, -1.0271, -0.9274, -0.2783, -1.0572, -0.2262, -0.7475, -0.9832, -0.5712, -0.7728, -0.2994, -0.8251, 0.1973, -0.5446, -0.2914, 0.4794, -0.5398, 0.3076, 0.2638, 0.3465, 0.3694, 0.2143, 0.3090, 0.2245, 0.2650, 0.3267, 0.3274, 0.4561, 0.4849, 0.4095, 0.4563, 0.4484, 0.4447, 0.3690, 0.3195, 0.4326, 0.1706, 0.3997, 0.3641, 0.4412, 0.0947, 0.4220, 0.3101, 0.3999, 0.4194, 0.3361, 0.5286, 0.3339, 0.3726, 0.4528, 0.2907, 0.2644, 0.3534, -1.7430, 1.5629, -1.3594, -0.6119, -1.4903, 1.8873, 0.3393, -0.8753, -1.9038, -1.4981, -1.8543, 0.3842, 0.3445, 0.3429, 0.3078, 0.5705, 0.3335, 0.3492, 0.5350, 0.2959, 0.4501, 0.3854, 0.3078, 0.3706, 0.3368, 0.1489, 0.3885, 0.3503, 0.3645]
}